Record 1
Below is a cluster of 10 separate species, C9H37N17O11 in total, with properties calculated with ωB97M-V/def2-TZVPD.

Geometry as XYZ:
```
74
Properties=species:S:1:pos:R:3:lowdin_charge:R:1
O -2.938 3.890 -1.390 0.021
O 4.643 -0.622 -1.941 0.073
O -1.996 -2.702 0.230 0.027
O -1.205 -0.447 -0.450 0.095
O 3.302 5.369 0.541 0.015
O -0.396 -3.803 -4.333 0.050
O 0.638 0.780 0.136 -0.075
O 0.526 -1.199 0.754 -0.028
O -0.472 3.243 2.298 0.052
O -0.764 -4.311 4.548 0.029
O -1.303 0.125 -4.608 0.030
N 3.244 -0.436 1.595 0.343
N -0.420 1.538 -3.119 0.159
N -2.001 4.704 0.451 0.154
N -3.677 -1.440 1.172 0.190
N -0.853 3.379 -0.842 0.170
N 0.045 1.248 3.083 0.181
N -3.552 -3.370 1.669 0.169
N 2.263 4.390 2.225 0.177
N 3.778 -2.222 -3.152 0.171
N 1.876 3.669 0.298 0.164
N -1.174 -3.969 -2.253 0.169
N -1.330 -2.202 -3.216 0.180
N -0.443 -4.993 2.411 0.154
N 2.464 -0.941 -2.148 0.184
N -1.124 2.563 4.334 0.175
N 0.073 1.882 -5.197 0.159
N -0.268 -2.885 2.909 0.162
C -0.916 -3.385 -3.341 -0.886
C 3.724 -1.203 -2.368 -0.868
C 2.577 4.480 0.993 -0.816
C -0.519 2.437 3.171 -0.743
C -0.578 1.069 -4.329 -0.684
C -3.027 -2.520 0.854 -0.691
C -1.947 4.083 -0.722 -0.749
C -0.490 -4.078 3.391 -0.776
C -0.013 -0.295 0.162 -0.838
H 0.433 0.919 2.211 0.061
H -0.317 -2.576 1.949 0.054
H 2.596 5.054 2.910 0.131
H 1.549 2.827 0.750 0.068
H -0.738 2.711 -1.590 0.045
H 1.791 -1.519 -2.631 0.113
H -4.559 -3.355 1.740 0.128
H -0.936 1.055 -2.398 0.100
H -0.460 -5.961 2.700 0.112
H 2.350 -0.531 1.135 0.074
H -1.147 1.844 5.044 0.113
H -2.013 -2.181 -2.472 0.111
H 2.101 3.737 -0.685 0.133
H 1.624 3.625 2.390 0.073
H 3.544 0.281 2.239 0.149
H -1.417 -1.337 -0.161 -0.006
H -3.186 -4.299 1.516 0.122
H -1.094 -1.517 -3.919 0.075
H 0.552 2.686 -4.816 0.103
H -1.438 -3.317 -1.528 0.062
H -4.336 -1.432 1.938 0.131
H -3.454 -0.528 0.800 0.125
H -0.193 3.169 -0.107 0.044
H 3.006 -2.845 -3.344 0.125
H -1.160 4.536 0.984 0.056
H 2.314 -0.044 -1.708 0.100
H -0.309 -4.678 1.461 0.099
H 3.284 -1.121 2.336 0.145
H -0.077 -2.216 3.642 0.105
H 0.313 2.152 -2.794 0.105
H -1.610 3.422 4.550 0.122
H 4.748 -2.259 -3.430 0.128
H 0.009 1.737 -6.194 0.113
H 0.276 0.693 3.895 0.106
H -2.832 4.909 0.987 0.112
H -0.892 -4.922 -2.073 0.127
H 3.930 -0.544 0.861 0.137
```

HOMO level: -8.70 eV
gap between HOMO and LUMO: 7.608 eV
energy above the lowest of the compared OMol25 structures with the same formula, charge and spin: 170.5 kcal per mole
net charge: 0



Record 2
Below is a cluster of 8 separate species, C9H37N3O7 in total, with properties calculated with ωB97M-V/def2-TZVPD.

Geometry as XYZ:
```
56
Properties=species:S:1:pos:R:3:lowdin_charge:R:1
O -3.260 0.335 2.019 -0.050
O -1.509 3.116 2.674 -0.059
O -0.906 1.277 0.415 -0.458
O -3.584 -2.433 2.192 -0.251
O -0.214 -0.086 2.990 -0.059
O -3.125 2.736 -0.980 -0.065
O 4.363 -0.734 -2.393 -0.184
N -4.378 -1.259 -0.133 0.060
N 5.108 2.586 -0.918 0.005
N 0.506 3.606 -0.319 0.324
C -0.446 0.207 -0.423 -0.250
C 4.155 0.269 -1.450 -0.241
C -3.141 -3.103 0.961 -0.142
C 6.585 0.691 -1.009 -0.077
C -3.381 -2.949 -1.543 -0.082
C 5.309 1.303 -1.622 -0.378
C -2.921 -2.674 3.426 -0.100
C 3.122 -1.294 -2.889 -0.074
C -4.060 -2.691 -0.197 -0.405
H -4.910 -3.370 -0.252 0.130
H 5.401 1.431 -2.701 0.138
H -3.178 -4.179 1.132 0.117
H -3.568 -0.727 -0.419 0.041
H 1.170 3.743 -1.067 0.143
H -4.115 -3.003 -2.347 0.074
H 2.575 -0.655 -3.582 0.083
H -2.536 0.423 1.399 -0.014
H 3.337 -2.260 -3.345 0.090
H -3.437 -2.220 4.272 0.093
H 4.949 2.588 0.079 0.061
H -0.391 0.494 2.250 -0.033
H -0.372 0.456 3.763 0.035
H 2.408 -1.403 -2.073 0.074
H 6.960 -0.099 -1.659 0.078
H -0.439 0.514 -1.469 0.051
H 6.517 0.436 0.049 0.079
H -1.262 2.504 1.981 -0.040
H 1.013 3.457 0.542 0.142
H -2.074 -2.897 0.877 0.122
H 7.346 1.457 -0.860 0.063
H 4.040 -0.170 -0.459 0.129
H 0.219 2.638 -0.357 0.064
H -0.295 4.204 -0.176 0.147
H -3.295 2.276 -1.803 0.028
H -2.893 -3.896 -1.777 0.073
H -2.811 -3.729 3.677 0.084
H -2.621 -2.200 -1.764 0.062
H -1.944 -2.197 3.351 0.074
H -1.302 -0.458 -0.534 0.036
H 5.925 3.175 -0.842 0.058
H -4.402 -0.927 0.820 0.034
H 0.478 -0.298 -0.141 0.063
H -2.498 2.179 -0.519 -0.031
H 3.222 0.806 -1.625 0.102
H -3.127 -0.523 2.423 -0.001
H -2.313 3.527 2.356 0.036
```

HOMO level: -8.62 eV
gap between HOMO and LUMO: 8.135 eV
net charge: 0



Record 3
Below is a structure of composition C9H38BINO21P, with properties calculated with ωB97M-V/def2-TZVPD.

Geometry as XYZ:
```
72
Properties=species:S:1:pos:R:3:lowdin_charge:R:1
I -1.233 0.511 0.576 0.810
P 1.418 -1.079 -0.399 0.630
O 2.358 -3.511 3.487 -0.063
O 1.153 1.873 -0.382 -0.085
O -5.916 3.236 -1.930 -0.124
O 3.116 3.242 -3.511 -0.096
O -3.125 5.924 -3.643 -0.053
O -1.336 -5.634 3.925 -0.049
O 0.693 -4.837 10.273 -0.064
O 0.174 -6.654 7.658 -0.068
O 1.294 -5.706 5.079 -0.080
O 0.122 3.045 -5.646 -0.060
O 0.165 4.609 0.630 -0.210
O -3.711 1.791 -6.241 -0.052
O -6.294 1.378 -0.506 0.021
O -1.662 4.244 -0.689 -0.083
O 0.181 -2.257 -0.245 -0.326
O 4.927 -3.375 5.804 -0.065
O 7.086 -4.477 2.006 -0.042
O 4.469 -3.811 1.498 -0.071
O 2.232 -1.049 1.115 -0.247
O 2.802 2.853 -2.232 -0.171
O 0.305 0.775 -2.227 -0.106
N 2.380 -1.550 -1.585 -0.242
C 0.453 2.866 -1.201 -0.264
C -1.628 2.014 -2.874 -0.120
C -2.324 3.277 -3.596 -0.202
C -0.444 3.951 -0.442 -0.502
C -4.439 3.384 -1.935 -0.160
C -6.368 2.605 -0.749 -0.278
C -0.057 2.168 -2.566 -0.166
C 1.727 3.739 -1.735 -0.082
C -3.928 3.066 -3.417 -0.182
B 0.527 0.619 -0.789 -1.326
H 2.206 4.352 -0.883 0.134
H 0.441 -6.392 6.764 -0.002
H -4.585 1.934 -6.625 0.037
H 3.281 -3.760 3.336 0.009
H -4.052 2.587 -1.197 0.127
H 4.328 -3.059 0.905 0.044
H -4.089 1.932 -3.575 0.111
H 7.881 -4.007 2.285 0.056
H -1.972 4.290 -3.222 0.080
H 4.055 -3.248 5.404 0.019
H -1.112 -6.546 3.702 0.046
H -3.911 6.064 -4.187 0.044
H -2.205 -5.502 3.527 0.050
H -2.126 3.257 -4.724 0.064
H -0.448 -2.100 -0.992 0.051
H -2.259 1.738 -1.968 0.061
H -4.531 3.580 -4.245 0.095
H -0.728 3.111 -6.097 0.025
H 7.368 -5.397 1.937 0.053
H 0.389 -5.367 5.026 0.011
H 0.714 -5.492 10.981 0.029
H 0.103 -5.226 9.611 0.015
H 0.507 2.563 -3.491 0.121
H -3.503 0.876 -6.466 0.044
H 0.420 3.961 -5.574 0.048
H -4.100 4.424 -1.607 0.120
H -1.726 1.125 -3.611 0.125
H 1.456 4.433 -2.601 0.131
H 5.153 -4.286 5.584 0.028
H -6.899 3.272 0.032 0.147
H 5.393 -4.061 1.347 -0.010
H 2.745 2.590 -4.151 0.101
H 1.731 -5.318 4.306 0.019
H 0.993 -6.618 8.166 0.030
H 2.340 -0.133 1.454 0.075
H 2.220 -2.759 2.893 0.033
H 2.379 -0.834 -2.325 -0.047
H -2.970 6.784 -3.231 0.054
```

HOMO level: -1.71 eV
gap between HOMO and LUMO: 4.876 eV
net charge: -2



Record 4
Below is a structure of composition C9H3Cl3N2O4Pt, with properties calculated with ωB97M-V/def2-TZVPD.

Geometry as XYZ:
```
22
Properties=species:S:1:pos:R:3:lowdin_charge:R:1
Pt -0.986 -0.048 0.376 1.241
Cl -2.455 -1.573 5.446 0.651
Cl -1.127 1.011 5.525 0.646
Cl -4.004 0.859 5.063 0.638
O 0.545 3.456 -1.131 0.090
O -0.304 1.966 0.313 -0.191
O -0.392 -2.079 0.182 -0.192
O 0.423 -3.509 -1.340 0.091
N 0.277 -0.022 -1.273 -0.024
N -2.073 -0.028 2.222 0.078
C 2.176 0.002 -3.179 -0.020
C 0.299 2.323 -0.790 -0.590
C 0.731 -1.186 -1.711 -0.166
C 1.693 -1.214 -2.707 0.029
C 1.739 1.203 -2.630 0.029
C -2.214 0.003 3.354 -0.313
C 0.210 -2.390 -0.936 -0.590
C 0.776 1.150 -1.637 -0.167
C -2.438 0.067 4.804 -1.609
H 2.137 2.162 -2.931 0.126
H 2.932 0.013 -3.954 0.115
H 2.055 -2.166 -3.067 0.126
```

HOMO level (spin up / spin down): -7.91 / -9.88 eV
gap between HOMO and LUMO (spin up / spin down): 7.422 / 7.817 eV
2S+1: 3
energy above the lowest of the compared OMol25 structures with the same formula, charge and spin: 0.0 kcal per mole
net charge: 0



Record 5
Below is a structure of composition C9H3Cu4F13N2O17S4, with properties calculated with ωB97M-V/def2-TZVPD.

Geometry as XYZ:
```
52
Properties=species:S:1:pos:R:3:lowdin_charge:R:1
Cu -0.104 0.503 -2.412 0.878
Cu 2.521 -0.829 -0.059 0.811
Cu 1.243 2.414 0.169 0.755
Cu -0.579 -3.235 -0.515 0.775
S -2.975 1.647 -3.602 0.746
S 3.019 -3.888 1.035 0.795
S 5.313 -2.721 0.597 0.533
S -1.583 3.461 -2.005 0.689
F 2.267 -4.441 3.654 0.141
F 6.059 -0.338 1.829 0.053
F 0.265 4.143 -3.764 0.123
F -3.450 0.407 -1.231 0.143
F 3.495 -2.569 3.470 0.137
F -3.074 -0.580 5.050 0.060
F -5.103 0.119 -2.783 0.140
F 7.426 -0.953 0.230 0.179
F -1.542 5.056 -4.183 0.177
F 1.443 -2.743 2.854 0.202
F -4.824 1.984 -1.664 0.128
F 5.422 -0.107 -0.292 0.070
F -0.639 5.805 -2.511 0.213
O 1.584 1.893 -1.927 0.069
O -4.976 -0.463 3.823 0.151
O -2.868 4.032 -1.711 -0.222
O 2.069 0.034 -2.043 0.016
O 2.862 1.235 -0.656 0.070
O 5.794 -3.287 1.828 -0.255
O -3.420 2.866 -4.175 -0.233
O 0.413 -1.397 0.381 0.087
O 3.715 -5.168 1.066 -0.218
O -2.637 0.571 -4.591 -0.305
O 1.821 -3.789 0.193 -0.352
O -4.158 0.312 1.923 0.038
O -0.041 0.635 -0.043 0.038
O -0.973 -0.949 -0.858 0.149
O 5.726 -3.371 -0.652 -0.264
O -6.434 0.111 1.977 0.095
O -0.628 3.550 -0.848 -0.332
N -1.480 1.962 -2.682 -0.336
N 3.855 -2.365 0.611 -0.349
C 2.535 -3.348 2.887 -0.629
C -3.645 -0.824 3.820 -0.278
C -0.406 -0.555 0.107 -0.933
C -3.073 0.208 2.762 -0.066
C -5.298 0.017 2.596 -0.412
C 6.144 -0.933 0.539 -0.513
C -0.812 4.704 -3.158 -0.699
C -4.155 0.930 -2.213 -0.561
C 2.534 1.163 -1.831 -0.943
H -3.534 -1.885 3.597 0.172
H -2.246 -0.187 2.171 0.115
H -2.863 1.163 3.243 0.150
```

HOMO level (spin up / spin down): -11.49 / -13.25 eV
gap between HOMO and LUMO (spin up / spin down): 5.498 / 4.732 eV
2S+1: 6
energy above the lowest of the compared OMol25 structures with the same formula, charge and spin: 26.2 kcal per mole
net charge: +1



Record order is preserved below.
Max |F|: 7.9 2.9 6.2 0.5 13.4 eV Å⁻¹